[1]
The following is a quantum chemistry calculation of C3H9N2O2P in the gas phase in a non-equilibrium geometry, from the OMol25 dataset.

Geometry (Å):
H (-2.1728, 1.9131, 0.1437)
H (-2.9156, 0.3789, -0.1359)
N (0.6748, 0.5739, -0.2314)
N (2.9293, 0.2825, -0.6328)
H (-0.3891, -0.2222, 2.0609)
H (0.6958, 0.9383, -1.1459)
C (1.8216, -0.2629, -0.0382)
H (-0.4282, -1.9060, 1.3899)
O (-0.9102, -1.2691, -1.3575)
P (-0.8189, -0.3092, -0.2397)
C (-0.8633, -0.9036, 1.4328)
C (-2.0767, 0.9292, -0.4788)
O (1.8775, -1.2906, 0.5774)
H (-1.9282, -0.9714, 1.5678)
H (-2.1525, 1.2386, -1.5260)
H (3.6638, -0.3081, -0.3771)
H (2.9928, 1.1886, -1.0092)

Calculated values
Net charge: 0
Relative energy (zero: lowest compared OMol25 entry of this formula, charge and spin), kcal/mol: 15.0
E_HOMO, eV: -10.1548
SMILES: CP(C)(=O)NC(N)=O
Kohn-Sham gap, eV: 10.88

[2]
The following is a quantum chemistry calculation of 2 unconnected molecules or ions with the total composition C3H3FO3 in a non-equilibrium geometry, from the OMol25 dataset.

Geometry (Å):
H (2.7876, -1.6328, 1.2052)
O (-1.4265, 2.9172, 0.2631)
F (-0.6729, -0.2693, 1.1139)
C (-1.1253, 1.9681, -0.3203)
C (-0.6961, -0.3927, -0.2694)
O (-0.6759, -1.4842, -0.8347)
O (2.1180, -1.3327, 0.6639)
C (-0.8005, 0.8596, -0.9942)
H (1.3653, -1.3652, 1.2699)
H (-0.8737, 0.7321, -2.0975)

Calculated values
Net charge: 0
Relative energy (zero: lowest compared OMol25 entry of this formula, charge and spin), kcal/mol: 12.5
E_HOMO, eV: -10.3850
SMILES: O=C=CC(=O)F.O
Kohn-Sham gap, eV: 10.43

[3]
The following is a quantum chemistry calculation of 2 unconnected molecules or ions with the total composition CH2Cl3OP in a non-equilibrium geometry, from the OMol25 dataset.

Geometry (Å):
Cl (3.4431, -1.1135, -0.0721)
Cl (-1.1759, -1.4680, 0.0685)
P (0.5766, -0.5583, -0.1819)
O (0.6397, 0.7549, 0.4075)
C (1.9474, -1.7470, 0.0411)
Cl (-3.8356, 2.9320, -0.1824)
H (1.8196, -2.6605, -0.6378)
H (-3.4150, 3.8604, 0.5571)

Calculated values
Net charge: 0
Relative energy (zero: lowest compared OMol25 entry of this formula, charge and spin), kcal/mol: 71.2
E_HOMO (spin up / spin down), eV: -9.0840 / -8.9964
Kohn-Sham gap (spin up / spin down), eV: 7.56 / 7.48